--- P ---
This record from OMol25 describes the molecule C7H9N. The level of theory is ωB97M-V/def2-TZVPD.

The HOMO-LUMO gap comes out at 8.657 eV. Its spin multiplicity is 1.

Last column: Mulliken charge in e.
Cartesian coordinates (Å):
C 0.39 -0.46 -0.15  0.5906
C -1.10 -0.02 0.09  0.7073
C -0.75 -1.00 -0.97  -0.5749
C -0.30 -0.57 1.21  -0.8177
C -1.62 1.35 -0.10  -1.3671
N 2.58 0.56 0.37  -0.4577
C 1.38 0.65 -0.69  -0.8161
C 2.15 -0.47 -0.49  0.0765
H 2.31 0.38 1.34  0.2514
H -0.81 -0.65 -2.00  0.2992
H -1.03 -2.05 -0.83  0.2207
H -0.01 0.13 1.98  0.3276
H -0.52 -1.58 1.58  0.1988
H 2.55 -1.39 -0.88  0.3342
H -1.18 1.79 -1.01  0.3436
H -2.71 1.35 -0.20  0.3617
H -1.35 1.99 0.74  0.3220

--- Q ---
This record from OMol25 describes a cluster of 2 separate species, C7H9N in total. The level of theory is ωB97M-V/def2-TZVPD.

The HOMO-LUMO gap comes out at 9.288 eV. Its spin multiplicity is 1. As for the structure (SMILES): c1ccncc1.C=C.

Last column: Mulliken charge in e.
Cartesian coordinates (Å):
C 0.08 -0.56 -0.80  -0.3902
C 1.08 -1.34 -0.24  -0.3766
C 2.28 -0.60 0.23  -0.1184
N 2.31 0.78 0.31  -0.5930
C 1.19 1.49 0.02  -0.3672
C 0.05 0.89 -0.55  -0.0101
H -0.81 -1.02 -1.16  0.5023
H 0.98 -2.46 -0.25  0.3478
H 3.24 -1.21 0.58  0.2667
H 1.23 2.57 0.09  0.3567
H -0.79 1.51 -0.94  0.3318
C -1.46 -0.30 0.98  -0.2159
C -2.17 0.18 -0.07  -0.7736
H -0.44 -0.73 0.83  0.2500
H -1.76 -0.03 2.05  0.2419
H -1.98 0.09 -1.19  0.2954
H -3.02 0.75 0.12  0.2524

--- R ---
This record from OMol25 describes a structure of composition C7H9N. The level of theory is ωB97M-V/def2-TZVPD.

The HOMO-LUMO gap comes out at 8.674 eV. Its spin multiplicity is 1.

Last column: Mulliken charge in e.
Cartesian coordinates (Å):
C 1.15 -0.84 0.50  -0.3519
C 0.81 0.67 0.56  0.0299
C 0.70 -0.75 -0.89  0.0423
C -0.74 -0.85 -1.32  -0.5076
C -1.63 -0.28 -0.51  -0.2214
C -1.55 0.72 0.55  -0.2457
C -0.45 1.19 1.17  -0.6233
H 0.64 -1.73 1.11  0.2446
H 2.29 -0.77 0.87  0.2637
H 1.55 1.37 1.08  0.4041
H 1.90 1.22 -1.14  0.3119
H 1.23 -1.31 -1.68  0.3470
H -1.03 -1.44 -2.24  0.2831
H -2.77 -0.38 -0.59  0.2426
H -2.55 0.57 1.30  0.1499
H -0.43 1.83 2.15  0.2731
N 0.86 0.77 -0.93  -0.6423

--- S ---
This record from OMol25 describes the molecule C7H9N. The level of theory is ωB97M-V/def2-TZVPD.

The HOMO-LUMO gap comes out at 8.654 eV. Its spin multiplicity is 1. As for the structure (SMILES): CNc1ccccc1.

Last column: Mulliken charge in e.
Cartesian coordinates (Å):
C -0.82 -1.63 -1.92  -0.9950
N -1.15 -1.10 -0.63  -0.2075
C -0.38 -0.18 0.02  0.7072
C 0.89 0.19 -0.44  -0.2448
C 1.67 1.08 0.28  -0.5565
C 1.23 1.60 1.48  -0.5493
C -0.03 1.26 1.94  -0.4755
C -0.84 0.42 1.20  -0.5013
H -0.65 -0.81 -2.63  0.3224
H -1.62 -2.29 -2.24  0.3220
H 0.07 -2.27 -1.90  0.3067
H -1.99 -1.40 -0.17  0.2081
H 1.27 -0.20 -1.38  0.3440
H 2.66 1.30 -0.10  0.3399
H 1.92 2.23 2.04  0.3555
H -0.41 1.68 2.86  0.3489
H -1.82 0.14 1.58  0.2752

The structure with the greatest stability is S.

--- P ---
This record from OMol25 describes a structure of composition C7H9N. The level of theory is ωB97M-V/def2-TZVPD.

The HOMO-LUMO gap comes out at 8.847 eV. Its spin multiplicity is 1.

Last column: Mulliken charge in e.
Cartesian coordinates (Å):
C -0.11 0.73 2.79  -0.6668
C 0.17 1.10 1.50  -0.2383
C 0.12 0.07 0.46  0.4446
C -0.52 -1.11 0.41  -0.4352
C -0.44 -1.23 -1.08  0.0121
C 0.95 -0.57 -1.73  -0.7175
C 0.32 0.53 -0.91  -0.2334
H 0.05 1.43 3.71  0.2762
H -0.14 -0.41 2.97  0.0968
H -0.04 2.06 0.98  0.2174
H -0.54 -1.64 1.51  0.1228
H -0.80 -1.91 -1.95  0.3509
H 0.76 -0.32 -2.74  0.3628
H 2.02 -0.66 -1.20  0.2767
H 0.60 1.53 -0.82  0.5177
H -1.22 0.21 -2.42  0.2560
N -1.19 0.18 -1.47  -0.6427

--- Q ---
This record from OMol25 describes the molecule C7H9N. The level of theory is ωB97M-V/def2-TZVPD.

The HOMO-LUMO gap comes out at 9.968 eV. Its spin multiplicity is 1. As for the structure (SMILES): C[C@@H]1C[C@]12C=CC=N2.

Last column: Mulliken charge in e.
Cartesian coordinates (Å):
C -0.36 -1.16 -1.92  -1.6698
C -0.13 0.24 -1.34  0.4020
C 1.12 0.76 -0.94  -1.0778
C 0.10 0.44 0.18  1.0595
C 0.40 -0.57 1.20  -0.4871
C -0.06 -0.11 2.39  -0.5330
C -0.84 1.07 2.11  -0.0075
N -0.72 1.36 0.87  -0.7749
H -1.04 -1.58 -1.31  0.4627
H 0.44 -1.89 -1.98  0.3557
H -0.81 -0.94 -2.77  0.4901
H -0.88 0.92 -1.82  0.3009
H 1.98 0.17 -0.93  0.2894
H 1.40 1.85 -1.00  0.2481
H 1.17 -1.40 1.12  0.3078
H -0.23 -0.80 3.33  0.2679
H -1.54 1.63 2.81  0.3661

The structure with the greatest stability is Q.

--- P ---
This record from OMol25 describes the molecule C7H9N. The level of theory is ωB97M-V/def2-TZVPD.

The HOMO-LUMO gap comes out at 9.458 eV. Its spin multiplicity is 1. As for the structure (SMILES): C1=C[C@@H]2NC[C@@H]3[C@H]1[C@@H]32.

Last column: Mulliken charge in e.
Cartesian coordinates (Å):
C 1.61 -0.23 -0.61  -0.1670
C 1.52 -0.57 0.73  -0.6748
C 0.17 0.23 1.24  -0.1215
N -0.91 -0.79 1.37  -0.5959
C -1.25 -0.91 -0.21  -0.9939
C -0.88 0.25 -0.90  -0.0123
C 0.65 0.69 -1.13  -0.5880
C -0.15 1.24 -0.04  -0.4265
H 2.79 -0.30 -0.99  0.2168
H 1.94 -1.48 1.36  0.2778
H 0.20 0.67 2.18  0.6245
H -1.67 0.10 1.43  0.2799
H -0.63 -1.57 -0.60  0.4642
H -2.32 -1.16 -0.15  0.4328
H -1.62 0.45 -1.79  0.3241
H 0.98 1.05 -1.94  0.6573
H -0.42 2.32 0.05  0.3024

--- Q ---
This record from OMol25 describes a structure of composition C7H9N. The level of theory is ωB97M-V/def2-TZVPD.

The HOMO-LUMO gap comes out at 8.375 eV. Its spin multiplicity is 1.

Last column: Mulliken charge in e.
Cartesian coordinates (Å):
C -0.55 1.36 1.16  -0.8163
C -1.35 0.65 2.19  0.0819
N -2.60 0.06 1.79  -0.4653
C -1.44 -0.74 1.31  -0.6562
C -0.33 0.06 0.67  0.7966
C 0.31 -0.58 -0.47  -0.4564
C 1.03 0.12 -1.38  -0.0765
C 2.15 -0.36 -2.25  -1.1474
H -1.00 2.14 0.57  0.2628
H -0.67 0.41 3.00  0.3750
H -2.96 0.63 1.03  0.3098
H -1.37 -1.68 1.84  0.3091
H 0.68 -1.60 -0.45  0.2669
H 0.81 1.18 -1.52  0.2835
H 3.03 -0.66 -1.68  0.2706
H 2.45 0.31 -3.05  0.3511
H 1.84 -1.29 -2.76  0.3108

The structure with the greatest stability is P.

--- P ---
This record from OMol25 describes the molecule C6H9N. The level of theory is ωB97M-V/def2-TZVPD.

The HOMO-LUMO gap comes out at 8.615 eV. Its spin multiplicity is 1.

Last column: Mulliken charge in e.
Cartesian coordinates (Å):
C -0.13 -1.37 1.16  -1.0804
C -0.67 -0.19 0.39  0.7019
C -0.13 0.34 -0.68  -0.0540
C 2.19 0.50 -1.07  -0.9245
C 0.77 0.69 -1.56  -0.4514
C -2.68 0.99 -0.07  -0.5975
N -1.89 0.41 0.82  -0.0506
H 0.94 -1.51 0.96  0.2695
H -0.65 -2.31 0.98  0.2712
H -0.21 -1.14 2.24  0.3378
H 2.90 0.71 -1.87  0.3370
H 2.27 -0.57 -0.82  0.2042
H 2.43 1.07 -0.17  0.2898
H 0.54 0.77 -2.62  0.3379
H -3.55 1.36 0.51  0.1556
H -2.12 0.26 1.80  0.2537

--- Q ---
This record from OMol25 describes the molecule C6H9N. The level of theory is ωB97M-V/def2-TZVPD.

The HOMO-LUMO gap comes out at 10.560 eV. Its spin multiplicity is 1. As for the structure (SMILES): C#CC[C@]1(C)CN1.

Last column: Mulliken charge in e.
Cartesian coordinates (Å):
C -0.21 -1.91 2.36  0.0613
C -0.33 -1.56 1.21  -0.4134
C -0.47 -1.16 -0.19  -0.7181
C -0.01 0.27 -0.48  0.9613
C 1.37 0.65 0.02  -1.3691
C -1.04 1.32 -0.61  -0.7257
N -0.43 0.72 -1.80  -0.6688
H -0.09 -2.21 3.38  0.4101
H 0.12 -1.85 -0.82  0.2644
H -1.51 -1.26 -0.52  0.3553
H 1.46 0.49 1.10  0.3517
H 1.57 1.71 -0.18  0.3574
H 2.15 0.06 -0.48  0.3075
H -2.08 1.06 -0.46  0.2609
H -0.77 2.34 -0.34  0.2700
H 0.27 1.34 -2.20  0.2952

--- R ---
This record from OMol25 describes the molecule C6H9N. The level of theory is ωB97M-V/def2-TZVPD.

The HOMO-LUMO gap comes out at 10.213 eV. Its spin multiplicity is 1. As for the structure (SMILES): [H]/N=C1\CC12CCC2.

Last column: Mulliken charge in e.
Cartesian coordinates (Å):
H 3.55 -0.37 0.03  0.2620
N 2.70 -0.94 -0.04  -0.6865
C 1.69 -0.18 0.01  0.1977
C 1.11 1.17 0.12  -0.9156
C 0.24 -0.10 -0.01  0.7542
C -0.81 -0.49 1.02  -0.6633
C -1.88 -0.18 -0.06  -0.4924
C -0.77 -0.30 -1.14  -0.6626
H 1.17 1.84 -0.74  0.2669
H 1.13 1.67 1.09  0.2662
H -0.84 0.08 1.95  0.3203
H -0.76 -1.56 1.25  0.2466
H -2.74 -0.86 -0.14  0.3232
H -2.24 0.85 0.03  0.2174
H -0.71 -1.31 -1.56  0.2471
H -0.76 0.44 -1.95  0.3189

The structure with the greatest stability is R.

--- P ---
This record from OMol25 describes a cluster of 2 separate species, C4H12 in total. The level of theory is ωB97M-V/def2-TZVPD.

The HOMO-LUMO gap comes out at 12.239 eV. Its spin multiplicity is 1. As for the structure (SMILES): CC.CC.

Last column: Mulliken charge in e.
Cartesian coordinates (Å):
C 0.35 -0.68 -1.51  -0.5060
C 1.54 -1.63 -1.84  -0.9934
H 0.03 0.04 -2.27  0.3299
H -0.66 -1.14 -1.12  0.2196
H 0.71 -0.22 -0.58  -0.0101
H 2.20 -1.03 -2.50  0.2497
H 2.06 -2.07 -1.09  0.3876
H 1.32 -2.39 -2.60  0.2912
C -0.19 1.39 1.50  -0.7747
C -1.70 0.90 1.89  -0.7848
H 0.24 2.07 2.26  0.3444
H 0.53 0.46 1.38  0.1426
H -0.21 1.84 0.53  0.2955
H -2.25 1.83 1.82  0.2661
H -1.85 0.36 2.84  0.3001
H -2.06 0.42 1.01  0.2425

--- Q ---
This record from OMol25 describes a cluster of 2 separate species, C4H12 in total. The level of theory is ωB97M-V/def2-TZVPD.

The HOMO-LUMO gap comes out at 12.457 eV. Its spin multiplicity is 1. As for the structure (SMILES): CC.CC.

Last column: Mulliken charge in e.
Cartesian coordinates (Å):
C 0.65 0.72 2.71  -0.8322
C 0.59 1.23 1.26  -0.6614
H -0.36 0.64 3.12  0.2732
H 1.07 -0.28 2.71  0.2529
H 1.18 1.40 3.37  0.2849
H 1.36 0.68 0.70  0.2499
H 0.95 2.24 1.06  0.3671
H -0.30 0.85 0.78  0.0883
C -0.40 -0.86 -2.68  -0.9405
C -0.93 -0.86 -1.24  -0.5430
H -0.80 -1.75 -3.18  0.2803
H -0.64 -0.05 -3.36  0.2923
H 0.67 -1.10 -2.72  0.2853
H -1.20 -1.89 -1.03  0.2731
H -1.75 -0.22 -0.94  0.3567
H -0.10 -0.74 -0.55  -0.0270

The structure with the greatest stability is Q.

--- P ---
This record from OMol25 describes a cluster of 2 separate species, C4H12 in total. The level of theory is ωB97M-V/def2-TZVPD.

The HOMO-LUMO gap comes out at 12.925 eV. Its spin multiplicity is 1. As for the structure (SMILES): CC.CC.

Last column: Mulliken charge in e.
Cartesian coordinates (Å):
C -1.20 -0.60 -1.88  -0.7973
C 0.16 -1.01 -2.46  -0.7678
H -1.32 -0.95 -0.86  0.2066
H -1.33 0.49 -1.92  0.2602
H -2.04 -0.94 -2.49  0.3278
H 0.97 -0.81 -1.75  0.2405
H 0.35 -0.44 -3.36  0.2626
H 0.14 -2.07 -2.70  0.2685
C -0.03 0.38 2.48  -0.8164
C 1.09 1.21 1.86  -0.7804
H -1.01 0.86 2.40  0.2678
H -0.18 -0.59 1.99  0.2394
H 0.23 0.18 3.52  0.3001
H 2.06 0.77 2.09  0.2674
H 1.02 1.31 0.78  0.2387
H 1.10 2.21 2.30  0.2822

--- Q ---
This record from OMol25 describes a cluster of 2 separate species, C4H12 in total. The level of theory is ωB97M-V/def2-TZVPD.

The HOMO-LUMO gap comes out at 12.463 eV. Its spin multiplicity is 1. As for the structure (SMILES): CC.CC.

Last column: Mulliken charge in e.
Cartesian coordinates (Å):
C -1.04 1.13 -0.12  -0.6048
C -1.90 2.18 0.49  -0.9980
H -1.14 1.14 -1.23  0.2829
H 0.02 1.29 0.08  0.2442
H -1.31 0.14 0.28  0.2363
H -2.93 2.22 -0.07  0.2332
H -1.62 3.23 0.39  0.3196
H -2.05 2.05 1.58  0.2922
C 1.24 -1.20 -0.71  -0.7059
C 1.73 -2.13 0.41  -0.8117
H 1.51 -1.67 -1.67  0.3484
H 0.15 -1.18 -0.71  0.1305
H 1.64 -0.19 -0.78  0.2639
H 1.01 -2.40 1.19  0.2913
H 2.16 -3.04 -0.03  0.2544
H 2.54 -1.58 0.90  0.2236

--- R ---
This record from OMol25 describes a cluster of 2 separate species, C4H12 in total. The level of theory is ωB97M-V/def2-TZVPD.

The HOMO-LUMO gap comes out at 12.206 eV. Its spin multiplicity is 1. As for the structure (SMILES): CC.CC.

Last column: Mulliken charge in e.
Cartesian coordinates (Å):
C -1.16 -0.02 -1.26  -0.2159
C -1.83 -1.39 -1.13  -0.8516
H -1.87 0.81 -1.02  0.3170
H -0.29 -0.03 -0.63  -0.3991
H -0.75 0.00 -2.28  0.2718
H -2.69 -1.33 -1.88  0.2577
H -2.32 -1.71 -0.14  0.2732
H -1.00 -2.10 -1.32  0.2609
C 1.26 1.39 1.67  -0.8602
C 1.89 0.19 0.71  -0.6835
H 1.03 0.97 2.69  0.2747
H 1.87 2.18 1.53  0.3436
H 0.21 1.52 1.45  0.2514
H 1.34 0.09 -0.20  0.2210
H 1.37 -0.72 1.27  0.1975
H 2.93 0.15 0.55  0.3417

--- S ---
This record from OMol25 describes a cluster of 2 separate species, C4H12 in total. The level of theory is ωB97M-V/def2-TZVPD.

The HOMO-LUMO gap comes out at 12.554 eV. Its spin multiplicity is 1. As for the structure (SMILES): CC.CC.

Last column: Mulliken charge in e.
Cartesian coordinates (Å):
C -1.73 0.92 0.04  -0.6986
C -2.60 1.69 1.01  -0.9906
H -1.51 -0.11 0.29  0.2486
H -0.84 1.55 -0.11  0.2357
H -2.06 0.95 -1.01  0.3142
H -3.63 1.38 1.15  0.2952
H -2.16 1.60 2.01  0.2876
H -2.63 2.77 0.89  0.3051
C 1.43 -1.02 -0.44  -0.8024
C 2.79 -1.70 -0.52  -1.0432
H 1.53 -0.20 0.22  0.3228
H 0.65 -1.75 -0.32  0.3049
H 1.20 -0.49 -1.36  0.3085
H 2.89 -2.22 -1.48  0.2884
H 3.00 -2.31 0.35  0.2947
H 3.64 -1.04 -0.71  0.3292

The structure with the greatest stability is P.